1.
# C4H9NS

An isolated molecule of C4H9NS in a non-equilibrium geometry (ωB97M-V/def2-TZVPD, OMol25).

XYZ file:
```
15
C4H9NS ωB97M-V/def2-TZVPD
C 0.50109 0.44366 1.33179
C -0.44872 0.54801 0.16900
C 0.51220 -0.58115 0.25956
C -1.92848 0.31203 0.33163
N 1.79228 -0.43463 -0.87853
S 1.35640 -1.10940 -2.37791
H 1.32269 1.13909 1.38484
H 0.11004 0.14677 2.29534
H -0.20706 1.30891 -0.56388
H 0.22340 -1.60906 0.39443
H -2.11859 -0.42067 1.11198
H -2.35615 -0.05393 -0.60014
H -2.43276 1.23973 0.59754
H 2.54046 -0.99506 -0.47978
H 1.13321 0.06571 -2.97585
```

Frontier orbital gap ... 9.6935 eV
Total energy ... -16617.296 eV
SMILES string ... C[C@H]1C[C@@H]1NS
Energy above the lowest of the compared OMol25 structures with the same formula, charge and spin ... 49.8 kcal per mole
LUMO level ... 0.981 eV
Multiplicity ... 1

2.
# C4H9NS

A structure of composition C4H9NS in a non-equilibrium geometry (ωB97M-V/def2-TZVPD, OMol25).

XYZ file:
```
15
C4H9NS ωB97M-V/def2-TZVPD
C 0.98717 0.51353 0.75790
C -1.24283 0.64168 -0.32388
C -0.15431 -1.61763 0.22468
C 0.01165 -0.14617 -0.07923
N 1.94801 -0.12624 1.23648
S 1.32000 0.05515 -1.93815
H 1.03419 1.65171 0.78048
H -1.94472 0.27377 -1.03444
H -1.13779 1.69243 -0.66200
H -1.90339 0.78986 0.49964
H -1.20128 -1.89317 -0.13564
H -0.14959 -1.76369 1.24910
H 0.66488 -2.30498 -0.16061
H 2.68323 0.31279 1.90726
H 1.44626 -1.23575 -1.64052
```

Frontier orbital gap ... 8.6826 eV
Total energy ... -16617.008 eV
Energy above the lowest of the compared OMol25 structures with the same formula, charge and spin ... 56.4 kcal per mole
LUMO level ... -0.169 eV
Multiplicity ... 1

3.
# C4H9NS

An isolated molecule of C4H9NS in a non-equilibrium geometry (ωB97M-V/def2-TZVPD, OMol25).

XYZ file:
```
15
C4H9NS ωB97M-V/def2-TZVPD
C -0.67292 0.76860 0.13797
C -0.06715 -0.64968 0.44667
C 1.32118 -0.50770 -0.43121
C -0.68471 -1.47482 -0.76035
H 0.00381 2.72656 0.79787
H -0.13909 1.55213 2.12544
H -0.40463 0.86446 -1.04652
H -1.64379 1.19268 0.49911
H 0.08322 -0.92945 1.40380
H 2.37065 -0.90347 -0.13568
H 1.30428 0.59406 -0.42295
H -1.73594 -1.46179 -1.22013
H -0.23052 -2.58536 -0.35317
N 0.13588 1.72611 1.02590
S 0.35972 -0.91234 -2.06674
```

Frontier orbital gap ... 9.0296 eV
Total energy ... -16614.918 eV
SMILES string ... NCC1CSC1
Energy above the lowest of the compared OMol25 structures with the same formula, charge and spin ... 104.6 kcal per mole
LUMO level ... 0.859 eV
Multiplicity ... 1

4.
# C4H9NS2

A structure of composition C4H9NS2 in a non-equilibrium geometry (ωB97M-V/def2-TZVPD, OMol25).

XYZ file:
```
16
C4H9NS2 ωB97M-V/def2-TZVPD
C 2.37308 -0.23200 -0.21763
C 0.90040 -0.15484 -0.23241
C 0.12834 -1.11498 0.72358
C 0.02991 0.32663 0.99492
H 2.67803 -1.45351 -0.44625
H 2.62501 0.65255 -1.23756
H 2.82704 0.05794 0.96893
H -0.38157 1.35244 -1.40196
H 0.80858 -1.46533 1.60300
H -1.44810 -2.23824 -0.55972
H -1.48318 -1.94453 1.09957
H 0.80211 0.40083 1.71765
H -0.63013 2.50418 0.75203
N -0.76826 -2.17322 0.45836
S 0.14151 0.18434 -1.88824
S -1.45465 1.34049 1.05606
```

Frontier orbital gap ... 9.3506 eV
Total energy ... -27449.504 eV
Energy above the lowest of the compared OMol25 structures with the same formula, charge and spin ... 120.9 kcal per mole
LUMO level ... 0.410 eV
Multiplicity ... 1

5.
# C4H9NS3

An isolated molecule of C4H9NS3 in a non-equilibrium geometry (ωB97M-V/def2-TZVPD, OMol25).

XYZ file:
```
17
C4H9NS3 ωB97M-V/def2-TZVPD
C 2.70775 1.19973 -0.04944
C 0.89310 -1.77937 1.00041
C -0.46796 0.00872 -0.04440
C -3.13848 0.35980 0.63821
H 1.92396 2.02969 -0.07963
H 2.96519 0.98768 0.94812
H 3.61876 1.54023 -0.60406
H 1.94008 -2.10929 0.96179
H 0.70778 -1.46487 2.01990
H 0.24132 -2.61386 0.73750
H -3.44417 0.31414 -0.41484
H -2.93665 1.39283 0.90766
H -3.93587 -0.05507 1.26814
N 0.72871 -0.65106 0.06379
S 2.07113 -0.24550 -0.91803
S -0.72507 1.31433 -1.02064
S -1.73029 -0.70616 0.97244
```

Frontier orbital gap ... 8.8148 eV
Total energy ... -38289.262 eV
SMILES string ... CSC(=S)N(C)SC
Energy above the lowest of the compared OMol25 structures with the same formula, charge and spin ... 6.6 kcal per mole
LUMO level ... 0.637 eV
Multiplicity ... 1

6.
# C4H9NSi

An isolated molecule of C4H9NSi in a non-equilibrium geometry (ωB97M-V/def2-TZVPD, OMol25).

XYZ file:
```
15
C4H9NSi ωB97M-V/def2-TZVPD
C -1.23131 1.09211 0.84726
C -0.46106 -0.41683 -2.01175
C 0.24123 0.29072 -0.80304
C -0.29800 -0.02514 0.61600
N -2.03145 1.86523 1.12559
Si 1.00280 -0.39158 1.88916
H -0.20096 -1.39604 -2.05628
H -1.55414 -0.39464 -1.72201
H -0.20401 -0.03082 -3.01382
H 0.29703 1.43445 -0.93188
H 1.29515 -0.02514 -0.68774
H -0.95163 -0.93313 0.38158
H 0.38827 0.33178 3.12521
H 2.25940 0.35367 1.87647
H 1.44868 -1.75465 1.36524
```

Frontier orbital gap ... 11.3590 eV
Total energy ... -13659.450 eV
SMILES string ... CC[C@@H]([SiH3])C#N
Energy above the lowest of the compared OMol25 structures with the same formula, charge and spin ... 66.1 kcal per mole
LUMO level ... 0.379 eV
Multiplicity ... 1

7.
# C4H9O

The ion C4H9O with charge -1 (ωB97M-V/def2-TZVPD, OMol25).

XYZ file:
```
14
C4H9O ωB97M-V/def2-TZVPD
C -0.38879 -1.93947 -0.30810
O 0.63182 -2.73259 -0.67247
C -0.15490 -0.40255 -0.59086
C 0.33974 0.42667 0.57179
C 0.27074 1.94031 0.32066
H -1.35889 -2.17857 -0.83347
H -0.61706 -2.00209 0.77729
H -1.10817 0.02686 -0.93853
H 0.55808 -0.40576 -1.42601
H 1.35891 0.15924 0.86660
H -0.26667 0.18069 1.44619
H 1.02039 2.45165 0.93714
H -0.71603 2.31911 0.58949
H 0.43082 2.15651 -0.73971
```

Frontier orbital gap ... 6.0866 eV
Total energy ... -6340.684 eV
SMILES string ... CCCC[O-]
Energy above the lowest of the compared OMol25 structures with the same formula, charge and spin ... 2.0 kcal per mole
LUMO level ... 4.097 eV
Multiplicity ... 1
Charge ... -1

8.
# C4H9O2

A structure of composition C4H9O2 in a non-equilibrium geometry (ωB97M-V/def2-TZVPD, OMol25).

XYZ file:
```
15
C4H9O2 ωB97M-V/def2-TZVPD
C -1.57393 0.96560 -0.05359
O -1.05609 1.70685 -1.15675
C -0.72886 -0.20098 0.50489
C 0.54992 -0.20601 -0.35263
C 1.67025 -1.25808 0.28728
O 1.13871 0.96853 -0.49990
H -2.54198 0.69505 -0.33983
H -1.73599 1.73511 0.72329
H -0.46952 -0.07496 1.49798
H -1.27768 -1.14985 0.39145
H 0.21647 -0.56771 -1.30765
H 1.29683 -1.56793 1.26158
H 2.52436 -0.65909 0.48306
H 1.80573 -2.11403 -0.42313
H 0.18178 1.72750 -1.01605
```

Frontier orbital gap ... 7.6564 eV
Total energy ... -8387.888 eV
Energy above the lowest of the compared OMol25 structures with the same formula, charge and spin ... 60.0 kcal per mole
LUMO level ... 4.543 eV
Multiplicity ... 1
Charge ... -1

9.
# C4H9O2

The ion C4H9O2 with charge +1 in a non-equilibrium geometry (ωB97M-V/def2-TZVPD, OMol25).

XYZ file:
```
15
C4H9O2 ωB97M-V/def2-TZVPD
C 1.93394 -0.46445 0.39339
C 1.30194 0.76177 0.95272
C -1.64628 0.17504 -0.42537
C -0.53045 -0.84290 -0.14356
O -1.41551 0.50543 -1.75778
O 0.65798 -0.02735 -0.06132
H 2.76842 -0.46680 -0.22635
H 1.77088 -1.29687 1.09098
H 0.79157 0.83644 1.98680
H 1.54925 1.61303 0.46078
H -1.71373 1.05263 0.31666
H -2.66576 -0.13485 -0.38871
H -0.24423 -1.49851 -1.03865
H -0.63616 -1.57239 0.79202
H -1.92188 1.35977 -1.95162
```

Frontier orbital gap ... 11.7213 eV
Total energy ... -8378.080 eV
Energy above the lowest of the compared OMol25 structures with the same formula, charge and spin ... 64.7 kcal per mole
LUMO level ... -2.867 eV
Multiplicity ... 1
Charge ... +1

10.
# C4H9O2S

A cluster of 2 separate species, C4H9O2S in total (ωB97M-V/def2-TZVPD, OMol25).

XYZ file:
```
16
C4H9O2S ωB97M-V/def2-TZVPD
C -1.32930 -0.29363 -1.38909
C 0.17293 -0.15976 -1.15275
C 0.66641 -1.13729 -0.10471
S 2.38622 -0.81119 0.41628
H -1.60536 -1.28496 -1.76764
H -1.66312 0.43442 -2.12790
H -1.85751 -0.09972 -0.45885
H 0.71940 -0.30769 -2.08925
H 0.38803 0.85088 -0.80829
H 0.62408 -2.16539 -0.46089
H 0.03531 -1.06918 0.78088
O -1.29716 1.32689 1.57735
C -0.14920 1.42550 2.03630
O 0.91096 1.75585 1.43971
H -0.01520 1.15255 3.11509
H 2.01351 0.38274 0.99375
```

Frontier orbital gap ... 8.2028 eV
Total energy ... -19225.985 eV
Energy above the lowest of the compared OMol25 structures with the same formula, charge and spin ... 3.8 kcal per mole
LUMO level ... 3.552 eV
Multiplicity ... 1
Charge ... -1

11.
# C4H9O3

A cluster of 2 separate species, C4H9O3 in total in a non-equilibrium geometry (ωB97M-V/def2-TZVPD, OMol25).

XYZ file:
```
16
C4H9O3 ωB97M-V/def2-TZVPD
C 1.77227 -0.46351 0.29966
C 2.10743 -1.16981 -1.15498
O 1.56638 0.95771 0.07734
H 0.94650 -0.92464 0.81230
H 2.80781 -0.39063 0.88570
H 3.16293 -1.59512 -0.97441
H 0.55083 1.16621 0.04225
H 2.02113 -0.47304 -1.99801
H 1.25706 -1.79017 -1.45906
C -2.47701 0.05875 0.35022
C -2.23846 1.56708 0.57551
O -1.14928 1.93458 0.07934
O -2.90520 1.98162 1.46644
H -3.45885 -0.20899 0.72113
H -1.58953 -0.43717 0.88139
H -2.37398 -0.21286 -0.60482
```

Frontier orbital gap ... 7.9227 eV
Total energy ... -10436.434 eV
Energy above the lowest of the compared OMol25 structures with the same formula, charge and spin ... 46.8 kcal per mole
LUMO level ... 3.798 eV
Multiplicity ... 1
Charge ... -1

12.
# C4H9O3

A cluster of 2 separate species, C4H9O3 in total in a non-equilibrium geometry (ωB97M-V/def2-TZVPD, OMol25).

XYZ file:
```
16
C4H9O3 ωB97M-V/def2-TZVPD
C 1.26399 -2.69593 -0.00839
C 0.07613 -1.75569 0.16769
O -0.21396 -1.04641 -0.85435
O -0.45747 -1.68975 1.28137
H 1.28369 -3.29431 -0.92378
H 1.25141 -3.36080 0.84817
H 2.24088 -2.20602 0.08223
C -0.56850 2.11845 -0.69581
C -0.59292 1.87415 0.81845
O -1.19076 1.09909 -1.44508
H -0.95815 3.10743 -1.01224
H 0.48331 2.24682 -0.99917
H 0.39547 2.00773 1.29901
H -0.90072 0.20163 -0.94978
H -0.90362 0.84643 0.99060
H -1.20877 2.54717 1.40107
```

Frontier orbital gap ... 9.0459 eV
Total energy ... -10437.802 eV
Energy above the lowest of the compared OMol25 structures with the same formula, charge and spin ... 15.3 kcal per mole
LUMO level ... 4.237 eV
Multiplicity ... 1
Charge ... -1

13.
# C4H9O3

A cluster of 2 separate species, C4H9O3 in total in a non-equilibrium geometry (ωB97M-V/def2-TZVPD, OMol25).

XYZ file:
```
16
C4H9O3 ωB97M-V/def2-TZVPD
O -2.61092 -1.61281 -0.57587
C -1.77314 -0.79341 -0.31710
C -0.31551 -1.02568 -0.51444
C 0.40330 0.24118 -1.09779
C 1.54723 0.81782 -0.25713
O 0.97945 1.44563 0.84021
H -2.08581 0.21322 0.01473
H -0.27817 -1.81544 -1.25997
H 0.26955 -1.27755 0.36750
H 0.77259 -0.08495 -2.06612
H -0.34612 1.01727 -1.25003
H 2.19698 0.00285 0.07726
H 2.12511 1.53514 -0.84369
H -0.86820 0.76437 2.70097
H 0.27223 0.53020 1.74795
O -0.28856 0.04218 2.43353
```

Frontier orbital gap (spin up / spin down) ... 10.7127 / 7.1856 eV
Total energy ... -10433.311 eV
Energy above the lowest of the compared OMol25 structures with the same formula, charge and spin ... 22.2 kcal per mole
LUMO level (spin up / spin down) ... 0.761 / -2.762 eV
Multiplicity ... 2
<S²> ... 0.754